Entry from the Open Molecules 2025 dataset: the ion C4H7N2O with charge +1 at a distorted geometry (ωB97M-V with the def2-TZVPD basis set).

The geometry in ORCA input format:
```
! wB97M-V def2-TZVPD RIJCOSX def2/J DEFGRID3
* xyz 1 1
C -1.865 -1.058 0.372
C -0.650 -1.222 -0.317
C 0.500 -0.752 0.029
C 1.843 1.329 -0.065
N -2.078 1.389 -0.211
N 1.563 -0.104 0.202
O -2.668 0.432 -0.050
H -2.646 -1.706 -0.072
H -1.686 -1.229 1.425
H -0.530 -1.577 -1.268
H 1.029 2.020 0.401
H 1.860 1.605 -1.127
H 2.986 1.522 0.197
H 2.342 -0.650 0.485
*
```

Calculated values
E_tot (eV): -9275.293
Molar mass (g/mol): 99.11
E_HOMO (alpha / beta) (eV): -12.35 / -12.35
E_LUMO (alpha / beta) (eV): -4.5 / -4.5
Max |F| (hartree/bohr): 0.0635
Relative energy (zero: lowest compared OMol25 entry of this formula, charge and spin) (kcal/mol): 172.9
Frontier orbital gap (alpha / beta) (eV): 7.8431 / 7.8360

Atomic partial charges in e from the Löwdin method, atoms 1 to 5: atom 1 (C): -0.0623, atom 2 (C): -0.0821, atom 3 (C): 0.0674, atom 4 (C): -0.0125, atom 5 (N): 0.1621

Entry from the Open Molecules 2025 dataset: a cluster of 2 separate species, C4H7N2O2 in total at a distorted geometry (ωB97M-V with the def2-TZVPD basis set).

The geometry in ORCA input format:
```
! wB97M-V def2-TZVPD RIJCOSX def2/J DEFGRID3
* xyz 1 1
C 0.627 0.801 1.252
C 1.417 -0.771 -1.457
C -1.517 -0.505 0.864
C -1.323 0.464 -0.342
N 1.225 -1.932 -1.481
N -0.386 0.328 0.657
O 1.324 1.746 0.834
O 1.205 0.369 -1.474
H 0.979 0.367 2.199
H -2.035 -0.222 1.653
H -1.437 -1.550 0.638
H -0.864 0.157 -1.263
H -2.059 1.303 -0.434
H 1.230 2.274 0.076
H 1.612 -2.829 -1.722
*
```

Calculated values
E_tot (eV): -11327.292
Molar mass (g/mol): 115.11
E_HOMO (eV): -15.20
E_LUMO (eV): -3.7
Max |F| (hartree/bohr): 0.1022
Relative energy (zero: lowest compared OMol25 entry of this formula, charge and spin) (kcal/mol): 56.1
Frontier orbital gap (eV): 11.5160

Atomic partial charges in e from the Löwdin method, atoms 1 to 5: atom 1 (C): -0.1325, atom 2 (C): -0.4023, atom 3 (C): 0.0577, atom 4 (C): -0.0011, atom 5 (N): 0.2583

Entry from the Open Molecules 2025 dataset: the ion C4H7N2O2S with charge +1 at a distorted geometry (ωB97M-V with the def2-TZVPD basis set).

The geometry in ORCA input format:
```
! wB97M-V def2-TZVPD RIJCOSX def2/J DEFGRID3
* xyz 1 1
C 0.870 -1.391 0.284
C -1.258 -0.488 0.559
C 1.805 -0.384 0.377
C -0.669 0.943 -0.539
N -0.356 -1.349 0.703
N -2.443 -0.161 0.933
O 1.181 -0.296 -2.209
O 1.670 1.900 -1.288
S 0.994 0.701 -1.209
H 1.085 -2.333 -0.252
H 1.836 0.313 1.343
H 2.765 -0.545 0.083
H -1.424 1.214 -1.358
H -0.550 1.832 0.045
H -2.859 0.710 0.738
H -2.650 -0.666 1.789
*
```

Calculated values
E_tot (eV): -22160.771
Molar mass (g/mol): 147.18
E_HOMO (eV): -14.77
E_LUMO (eV): -5.8
Max |F| (hartree/bohr): 0.1561
Relative energy (zero: lowest compared OMol25 entry of this formula, charge and spin) (kcal/mol): 94.3
Frontier orbital gap (eV): 9.0079

Atomic partial charges in e from the Löwdin method, atoms 1 to 5: atom 1 (C): -0.1465, atom 2 (C): -0.2382, atom 3 (C): -0.0657, atom 4 (C): -0.0802, atom 5 (N): 0.1645

Entry from the Open Molecules 2025 dataset: the molecule C4H7N2P at a distorted geometry (ωB97M-V with the def2-TZVPD basis set).

The geometry in ORCA input format:
```
! wB97M-V def2-TZVPD RIJCOSX def2/J DEFGRID3
* xyz 0 1
C 1.070 1.511 0.063
C -1.072 -1.325 -0.390
C 1.843 2.731 0.420
C -0.919 -2.666 0.272
N 0.368 0.526 0.079
N 0.101 -0.669 -0.031
P -2.326 -0.883 -1.410
H 2.345 3.152 -0.434
H 2.397 2.677 1.309
H 1.024 3.487 0.600
H -1.948 -2.976 0.576
H -0.190 -2.560 1.040
H -0.687 -3.482 -0.461
H -2.007 0.477 -1.633
*
```

Calculated values
E_tot (eV): -16525.799
Molar mass (g/mol): 114.09
E_HOMO (eV): -7.43
E_LUMO (eV): 0.3
Max |F| (hartree/bohr): 0.1148
Relative energy (zero: lowest compared OMol25 entry of this formula, charge and spin) (kcal/mol): 92.5
Frontier orbital gap (eV): 7.7764

Atomic partial charges in e from the Löwdin method, atoms 1 to 5: atom 1 (C): 0.0192, atom 2 (C): -0.7797, atom 3 (C): -0.0545, atom 4 (C): -0.1530, atom 5 (N): -0.0084

Entry from the Open Molecules 2025 dataset: the ion C4H7N2S with charge +1 at a distorted geometry (ωB97M-V with the def2-TZVPD basis set).

The geometry in ORCA input format:
```
! wB97M-V def2-TZVPD RIJCOSX def2/J DEFGRID3
* xyz 1 1
C 1.285 -0.729 0.917
C 0.566 -0.807 2.045
C 0.668 -0.101 -0.140
C -1.703 0.566 -0.739
N -0.575 0.162 0.170
N 1.170 0.395 -1.269
S -1.069 -0.448 1.660
H 2.414 -0.797 1.081
H 0.774 -1.169 2.996
H -2.041 -0.303 -1.407
H -2.461 0.964 -0.100
H -1.565 1.497 -1.483
H 2.007 -0.068 -1.702
H 0.530 0.837 -2.030
*
```

Calculated values
E_tot (eV): -18069.372
Molar mass (g/mol): 115.18
E_HOMO (eV): -13.70
E_LUMO (eV): -4.2
Max |F| (hartree/bohr): 0.1107
Relative energy (zero: lowest compared OMol25 entry of this formula, charge and spin) (kcal/mol): 23.5
Frontier orbital gap (eV): 9.4846

Atomic partial charges in e from the Löwdin method, atoms 1 to 5: atom 1 (C): -0.0970, atom 2 (C): -0.2800, atom 3 (C): -0.4374, atom 4 (C): -0.0513, atom 5 (N): -0.3661

Entry from the Open Molecules 2025 dataset: the ion C4H7N2S with charge +1 at a distorted geometry (ωB97M-V with the def2-TZVPD basis set).

The geometry in ORCA input format:
```
! wB97M-V def2-TZVPD RIJCOSX def2/J DEFGRID3
* xyz 1 1
C -2.327 0.079 -0.041
C -2.015 -1.173 0.045
C -0.210 1.464 -0.013
C 2.465 -1.200 0.013
N -1.534 1.272 -0.100
N 0.705 0.605 0.097
S 2.232 0.544 0.443
H -3.379 0.430 0.288
H -1.452 -2.021 -0.041
H 0.142 2.543 0.128
H 3.292 -1.403 -0.701
H 1.467 -1.439 -0.450
H 2.654 -1.810 0.883
H -2.039 2.109 -0.551
*
```

Calculated values
E_tot (eV): -18064.770
Molar mass (g/mol): 115.18
E_HOMO (alpha / beta) (eV): -13.01 / -13.45
E_LUMO (alpha / beta) (eV): -7.2 / -4.2
Max |F| (hartree/bohr): 0.0821
Relative energy (zero: lowest compared OMol25 entry of this formula, charge and spin) (kcal/mol): 129.7
Frontier orbital gap (alpha / beta) (eV): 5.8269 / 9.2077

Atomic partial charges in e from the Löwdin method, atoms 1 to 5: atom 1 (C): -0.2040, atom 2 (C): 0.2194, atom 3 (C): -0.2468, atom 4 (C): -0.2913, atom 5 (N): 0.0567

Entry from the Open Molecules 2025 dataset: a structure of composition C4H7N3 at a distorted geometry (ωB97M-V with the def2-TZVPD basis set).

The geometry in ORCA input format:
```
! wB97M-V def2-TZVPD RIJCOSX def2/J DEFGRID3
* xyz 0 1
C 2.202 0.268 0.016
C 0.369 -1.052 -0.035
C -0.742 -1.958 -0.055
C -0.984 1.805 -0.018
N 1.584 -1.025 -0.026
N 1.365 1.251 -0.041
N 0.146 0.916 -0.067
H 3.277 0.481 0.114
H -1.449 -1.752 -0.815
H -0.300 -3.029 0.144
H -1.482 -1.909 0.721
H -1.811 1.259 -0.261
H -1.224 2.152 0.984
H -0.951 2.593 -0.661
*
```

Calculated values
E_tot (eV): -8728.380
Molar mass (g/mol): 97.12
E_HOMO (eV): -7.88
E_LUMO (eV): 0.8
Max |F| (hartree/bohr): 0.0851
Relative energy (zero: lowest compared OMol25 entry of this formula, charge and spin) (kcal/mol): 76.1
Frontier orbital gap (eV): 8.7321

Atomic partial charges in e from the Löwdin method, atoms 1 to 5: atom 1 (C): -0.2105, atom 2 (C): -0.1689, atom 3 (C): -0.0595, atom 4 (C): -0.0706, atom 5 (N): 0.0897

Entry from the Open Molecules 2025 dataset: the molecule C4H7N3 at a distorted geometry (ωB97M-V with the def2-TZVPD basis set).

The geometry in ORCA input format:
```
! wB97M-V def2-TZVPD RIJCOSX def2/J DEFGRID3
* xyz 0 1
C -0.186 1.973 -0.239
C -0.581 -0.102 1.132
C 0.848 -1.290 -1.166
C 0.441 -2.408 -0.300
H 0.398 2.104 -1.143
H -1.207 2.411 -0.299
H 0.366 2.495 0.596
H -1.139 0.673 1.711
H 0.311 -0.457 1.686
H -1.270 -0.949 0.975
H 1.464 -1.568 -2.008
N -0.186 0.514 -0.130
N 0.502 -0.028 -1.117
N 0.240 -3.369 0.302
*
```

Calculated values
E_tot (eV): -8729.611
Molar mass (g/mol): 97.12
E_HOMO (eV): -8.71
E_LUMO (eV): 0.7
Max |F| (hartree/bohr): 0.0408
Relative energy (zero: lowest compared OMol25 entry of this formula, charge and spin) (kcal/mol): 47.7
Frontier orbital gap (eV): 9.4096

Atomic partial charges in e from the Löwdin method, atoms 1 to 5: atom 1 (C): -0.0640, atom 2 (C): -0.0531, atom 3 (C): -0.1460, atom 4 (C): -0.2479, atom 5 (H): 0.0720

Entry from the Open Molecules 2025 dataset: the molecule C4H7N3 at a distorted geometry (ωB97M-V with the def2-TZVPD basis set).

The geometry in ORCA input format:
```
! wB97M-V def2-TZVPD RIJCOSX def2/J DEFGRID3
* xyz 0 1
C -0.543 0.326 1.895
C -1.084 0.263 -1.530
C 0.250 -0.512 -1.591
C 0.701 -0.326 -0.145
H 0.388 -0.027 2.410
H -1.362 -0.255 2.111
H -0.776 1.244 2.462
H -1.724 0.445 -2.413
H 0.251 -1.534 -1.893
H 1.011 0.116 -2.064
H 2.694 -0.630 0.181
N -0.352 0.348 0.509
N -1.325 0.697 -0.324
N 1.870 -0.153 0.393
*
```

Calculated values
E_tot (eV): -8729.459
Molar mass (g/mol): 97.12
E_HOMO (eV): -8.20
E_LUMO (eV): 0.9
Max |F| (hartree/bohr): 0.0645
Relative energy (zero: lowest compared OMol25 entry of this formula, charge and spin) (kcal/mol): 51.2
Frontier orbital gap (eV): 9.1020

Atomic partial charges in e from the Löwdin method, atoms 1 to 5: atom 1 (C): -0.0676, atom 2 (C): -0.1150, atom 3 (C): -0.0681, atom 4 (C): -0.3374, atom 5 (H): 0.0990